Entry 1:
A structure of composition C28H66Ag2Cl2N8O10 at a distorted geometry. Source: the OMol25 dataset; level of theory: ωB97M-V/def2-TZVPD.

Results
LUMO energy: -0.40 eV
E_HOMO: -0.31935 Ha

```
! wB97M-V def2-TZVPD RIJCOSX def2/J DEFGRID3
* xyz 0 1
Ag -3.05 -0.29 -3.83
Ag -0.54 0.05 -0.60
Cl -3.17 -0.55 -0.91
Cl -0.24 0.19 -3.67
C -3.86 2.38 1.40
O -4.53 1.72 2.50
C -4.80 2.57 3.61
C -3.72 3.17 4.54
O -2.84 2.13 5.08
C -3.53 1.49 6.21
H -2.86 2.73 1.65
H -4.45 3.27 1.17
H -3.80 1.67 0.58
H -5.38 1.78 4.08
H -5.57 3.32 3.41
H -4.05 3.85 5.33
H -3.04 3.79 3.95
H -4.59 1.28 6.09
H -3.64 2.25 6.98
H -2.99 0.60 6.53
C 7.05 -4.64 -1.12
C 5.54 -4.71 -0.98
O 4.99 -5.82 -0.77
N 4.92 -3.51 -0.91
C 3.51 -3.39 -0.54
H 7.23 -3.76 -0.50
H 7.33 -4.41 -2.15
H 7.56 -5.54 -0.79
H 5.55 -2.72 -0.80
H 3.46 -3.53 0.54
H 2.96 -4.27 -0.88
H 2.97 -2.50 -0.85
C 4.13 -1.36 2.81
C 3.38 -0.06 2.23
O 2.26 0.10 2.61
N 3.95 0.56 1.23
C 3.36 1.60 0.40
H 5.11 -1.46 2.35
H 3.41 -2.10 2.47
H 4.01 -1.24 3.89
H 4.86 0.28 0.90
H 4.00 2.47 0.35
H 2.41 1.98 0.78
H 3.03 1.12 -0.52
C -2.86 3.27 -2.47
C -3.89 3.22 -3.59
O -4.00 2.08 -4.11
N -4.56 4.33 -3.87
C -5.56 4.41 -4.95
H -1.82 3.15 -2.79
H -3.05 2.56 -1.66
H -2.88 4.23 -1.95
H -4.19 5.24 -3.65
H -6.49 4.91 -4.68
H -5.85 3.43 -5.33
H -5.15 4.99 -5.78
C -1.62 -3.73 -2.96
C -1.20 -4.94 -2.14
O -0.88 -6.02 -2.67
N -1.13 -4.77 -0.81
C -0.78 -5.84 0.15
H -0.83 -2.99 -3.09
H -2.47 -3.16 -2.58
H -1.90 -4.05 -3.96
H -1.45 -3.82 -0.62
H -0.06 -6.51 -0.32
H -1.72 -6.38 0.24
H -0.45 -5.45 1.11
C 0.00 4.56 0.66
C 0.48 3.49 -0.33
O -0.05 2.35 -0.29
N 1.25 3.94 -1.36
C 1.60 3.19 -2.62
H 0.56 4.59 1.59
H -1.01 4.31 0.99
H 0.10 5.55 0.20
H 1.71 4.82 -1.20
H 1.66 2.14 -2.33
H 2.56 3.63 -2.88
H 0.80 3.23 -3.36
C -0.19 -2.99 2.84
C -0.84 -2.02 1.88
O -0.34 -1.80 0.81
N -2.03 -1.45 2.15
C -2.83 -1.51 3.36
H -0.71 -3.93 2.66
H -0.28 -2.74 3.90
H 0.87 -3.11 2.60
H -2.30 -0.90 1.35
H -3.61 -2.20 3.02
H -3.27 -0.57 3.69
H -2.34 -2.12 4.12
C -0.04 -2.29 -7.13
C 1.30 -2.74 -6.50
O 2.07 -3.39 -7.21
N 1.52 -2.39 -5.24
C 2.59 -3.02 -4.39
H -0.07 -2.62 -8.17
H -0.22 -1.24 -6.90
H -0.90 -2.78 -6.68
H 0.88 -1.83 -4.71
H 2.17 -3.05 -3.39
H 3.49 -2.41 -4.29
H 2.92 -3.91 -4.92
C -0.04 2.14 3.58
C 1.07 3.07 3.83
O 0.93 4.22 4.04
N 2.32 2.50 3.91
C 3.57 3.18 4.25
H -0.40 1.68 4.50
H 0.26 1.45 2.79
H -0.89 2.77 3.33
H 2.33 1.56 3.52
H 3.52 4.14 4.75
H 4.16 3.35 3.35
H 4.18 2.53 4.87
*
```

---

Entry 2:
A cluster of 10 separate species, C28H66N4O16 in total at a distorted geometry. Source: the OMol25 dataset; level of theory: ωB97M-V/def2-TZVPD.

Results
LUMO energy: 0.34 eV
E_HOMO: -0.07411 Ha

```
! wB97M-V def2-TZVPD RIJCOSX def2/J DEFGRID3
* xyz -2 1
C -0.27 3.78 -0.01
C 1.05 4.45 -0.33
C 2.18 3.48 -0.58
O 3.24 4.07 -1.30
C 4.31 3.12 -1.48
N 0.82 5.42 -1.51
H 0.79 5.05 -2.45
H 0.02 6.04 -1.35
H 1.50 6.19 -1.44
H -0.92 3.63 -0.87
H -0.81 4.35 0.75
H -0.23 2.87 0.60
H 1.32 5.11 0.49
H 1.84 2.62 -1.17
H 2.56 3.13 0.38
H 4.81 2.74 -0.59
H 5.07 3.61 -2.09
H 3.92 2.34 -2.13
C 0.36 -1.85 3.79
C -0.91 -2.34 3.13
C -1.53 -3.59 3.73
O -2.84 -3.70 3.17
C -3.47 -4.92 3.51
N -1.88 -1.18 3.15
H -2.87 -1.45 3.07
H -1.84 -0.61 4.00
H -1.74 -0.62 2.31
H 0.85 -1.00 3.34
H 1.04 -2.68 3.54
H 0.23 -1.84 4.87
H -0.77 -2.57 2.08
H -1.69 -3.49 4.81
H -0.87 -4.44 3.57
H -3.52 -4.96 4.60
H -2.91 -5.82 3.22
H -4.47 -4.99 3.10
C -5.57 1.27 -0.45
C -4.27 0.57 0.01
C -4.41 -0.94 -0.16
O -3.36 -1.69 0.38
C -2.90 -2.71 -0.48
N -3.10 1.20 -0.70
H -2.18 0.97 -0.28
H -3.07 0.91 -1.68
H -3.15 2.22 -0.72
H -5.78 1.14 -1.51
H -5.40 2.32 -0.19
H -6.39 0.84 0.11
H -4.22 0.76 1.09
H -4.46 -1.23 -1.22
H -5.38 -1.27 0.22
H -2.08 -3.20 0.04
H -2.48 -2.32 -1.42
H -3.64 -3.46 -0.75
C 0.46 -1.20 -4.03
C 0.92 0.24 -4.24
C 1.46 0.58 -5.60
O 0.44 0.50 -6.60
C 0.80 1.24 -7.75
N -0.22 1.18 -3.85
H -0.22 1.14 -2.82
H -0.14 2.18 -4.01
H -1.08 0.84 -4.28
H 1.19 -1.93 -4.37
H -0.49 -1.39 -4.55
H 0.22 -1.36 -2.97
H 1.68 0.40 -3.47
H 2.26 -0.14 -5.80
H 1.82 1.61 -5.61
H 1.64 0.79 -8.30
H 1.07 2.27 -7.50
H -0.01 1.12 -8.46
C 4.16 -1.48 3.51
C 5.58 -1.49 4.10
O 5.89 -2.44 4.87
O 6.31 -0.49 3.91
H 4.26 -1.50 2.42
H 3.55 -0.64 3.85
H 3.58 -2.36 3.80
C -2.42 2.52 2.77
C -3.49 2.30 3.83
O -4.60 1.77 3.46
O -3.31 2.74 4.97
H -1.60 1.82 2.90
H -1.96 3.51 2.78
H -2.97 2.34 1.84
C 4.13 -0.56 -2.37
C 4.73 -1.50 -3.42
O 4.78 -1.04 -4.61
O 5.22 -2.56 -3.02
H 3.10 -0.22 -2.50
H 4.69 0.38 -2.40
H 4.21 -0.89 -1.33
C 1.50 -0.31 0.44
C 0.15 0.16 0.00
O -0.75 0.35 0.89
O -0.16 0.52 -1.17
H 2.29 0.40 0.16
H 1.64 -0.44 1.50
H 1.67 -1.16 -0.23
C 0.02 -5.13 -0.70
C -0.23 -6.62 -0.62
O -0.99 -7.10 0.28
O 0.40 -7.36 -1.42
H -0.87 -4.78 -1.24
H 0.97 -4.85 -1.13
H -0.04 -4.65 0.28
C 1.32 1.85 3.79
C 1.11 3.31 4.18
O 0.92 4.18 3.28
O 0.90 3.58 5.38
H 0.46 1.28 4.13
H 2.29 1.45 4.09
H 1.24 1.75 2.70
*
```

---

Entry 3:
A cluster of 4 separate species, C28H66N4O4 in total at a distorted geometry. Source: the OMol25 dataset; level of theory: ωB97M-V/def2-TZVPD.

Results
LUMO energy: 0.55 eV
SMILES: CO[C@H](CCCCNC(C)=O)COCO.CCN(CC)CC.CCN(CC)CC.CCN(CC)CC
E_HOMO: -0.29672 Ha

```
! wB97M-V def2-TZVPD RIJCOSX def2/J DEFGRID3
* xyz 0 1
C -3.01 -0.47 -2.01
O -2.39 -0.26 -0.72
C -1.02 -0.76 -0.71
C -0.64 -1.01 0.83
C 0.93 -1.13 1.13
C 1.70 0.24 1.28
C 1.11 1.24 2.37
N -0.07 2.02 1.86
C 0.36 3.27 1.26
C 0.07 4.61 2.07
O 0.90 3.36 0.15
C -0.14 0.33 -1.45
O 1.14 -0.22 -1.88
C 1.87 0.72 -2.67
O 2.19 0.07 -3.92
H -2.28 -0.65 -2.86
H -3.77 -1.32 -1.88
H -3.64 0.46 -2.22
H -0.96 -1.73 -1.32
H -1.10 -2.01 1.12
H -1.18 -0.23 1.45
H 1.42 -1.84 0.38
H 1.02 -1.67 2.14
H 1.83 0.83 0.33
H 2.76 -0.02 1.63
H 1.93 2.01 2.57
H 0.91 0.75 3.38
H -0.70 2.16 2.66
H -1.04 4.84 2.00
H 0.38 4.44 3.14
H 0.69 5.46 1.64
H -0.62 0.79 -2.37
H 0.03 1.19 -0.72
H 2.87 1.03 -2.19
H 1.29 1.68 -2.84
H 1.81 -0.83 -3.86
C -1.31 -5.02 -0.22
C 0.21 -5.02 -0.29
N 0.84 -6.06 0.52
C 2.29 -5.90 0.61
C 3.11 -6.04 -0.67
C 0.39 -7.43 0.28
C 0.55 -7.99 -1.14
H -1.66 -4.89 0.81
H -1.70 -4.19 -0.82
H -1.75 -5.94 -0.62
H 0.55 -4.05 0.07
H 0.51 -5.09 -1.34
H 2.68 -6.60 1.36
H 2.49 -4.91 1.03
H 3.23 -7.09 -0.96
H 4.12 -5.65 -0.51
H 2.68 -5.49 -1.51
H -0.67 -7.49 0.55
H 0.88 -8.10 0.98
H 0.28 -7.26 -1.91
H -0.11 -8.85 -1.27
H 1.56 -8.34 -1.32
C -2.95 0.53 -6.00
C -1.65 -0.27 -6.04
N -1.62 -1.31 -7.06
C -0.47 -2.21 -6.92
C 0.92 -1.61 -7.12
C -1.90 -0.88 -8.42
C -0.99 0.19 -9.03
H -3.81 -0.12 -5.83
H -2.91 1.25 -5.19
H -3.11 1.09 -6.93
H -1.54 -0.75 -5.06
H -0.81 0.43 -6.14
H -0.59 -3.06 -7.61
H -0.51 -2.65 -5.92
H 1.15 -1.45 -8.18
H 1.68 -2.31 -6.74
H 1.06 -0.67 -6.59
H -2.93 -0.51 -8.46
H -1.92 -1.75 -9.08
H -0.75 0.99 -8.33
H -1.49 0.66 -9.89
H -0.07 -0.24 -9.41
C 0.51 3.49 6.41
C -0.20 4.84 6.49
N -0.58 5.23 7.84
C -1.46 6.40 7.87
C -0.89 7.73 7.37
C 0.49 5.24 8.83
C 1.69 6.15 8.57
H -0.11 2.69 6.82
H 0.72 3.26 5.36
H 1.47 3.50 6.94
H -1.11 4.75 5.88
H 0.42 5.60 6.01
H -1.84 6.54 8.89
H -2.35 6.17 7.27
H -0.23 8.19 8.11
H -1.71 8.44 7.20
H -0.35 7.63 6.43
H 0.86 4.22 8.95
H 0.07 5.48 9.81
H 2.01 6.13 7.52
H 2.54 5.83 9.17
H 1.48 7.18 8.84
*
```

---

Entry 4:
A structure of composition C28H67CrF9N6O12S2 at a distorted geometry. Source: the OMol25 dataset; level of theory: ωB97M-V/def2-TZVPD.

Results
LUMO energy (alpha / beta): -5.17 / -4.02 eV
E_HOMO (alpha / beta): -0.40143 / -0.40143 Ha

```
! wB97M-V def2-TZVPD RIJCOSX def2/J DEFGRID3
* xyz 1 4
Cr 3.59 -0.77 -1.21
C 0.45 -0.37 -1.95
O 0.18 0.93 -1.42
O 1.79 -0.51 -1.82
C -0.38 -1.44 -1.23
F -0.29 -2.64 -1.80
F 0.02 -1.53 0.05
F -1.67 -1.09 -1.26
C -0.92 1.65 -2.00
C -0.94 2.97 -1.27
H -1.68 3.71 -1.56
H -1.18 2.86 -0.21
H 0.04 3.45 -1.31
H -1.84 1.15 -1.69
H -0.84 1.69 -3.09
H 0.13 -0.25 -3.00
C 2.90 -0.06 -5.41
F 2.95 -0.37 -6.68
F 3.47 1.11 -5.17
F 1.62 0.02 -5.03
S 3.70 -1.43 -4.38
O 2.63 -2.24 -3.88
O 4.66 -2.10 -5.19
N 4.40 -0.67 -3.03
S 5.91 -0.11 -3.45
O 6.04 0.39 -4.77
O 6.31 0.78 -2.39
C 7.06 -1.63 -3.25
F 6.35 -2.64 -2.74
F 7.55 -1.99 -4.40
F 8.00 -1.26 -2.40
C -3.99 -3.16 -3.33
C -5.02 -3.47 -2.27
O -6.04 -4.36 -2.73
H -3.77 -4.05 -3.92
H -3.00 -2.98 -2.90
H -4.25 -2.27 -3.91
H -5.62 -2.60 -1.95
H -4.58 -3.79 -1.32
H -5.91 -5.23 -2.36
C 3.02 3.31 0.18
C 3.07 2.43 -1.07
C 3.44 3.15 -2.35
O 4.77 3.55 -2.18
C 5.34 4.02 -3.39
N 4.05 1.27 -0.87
H 2.27 4.09 0.07
H 4.00 3.77 0.32
H 2.72 2.76 1.07
H 2.08 1.95 -1.09
H 2.75 3.99 -2.47
H 3.28 2.44 -3.17
H 5.24 3.25 -4.16
H 6.41 4.12 -3.23
H 4.98 5.01 -3.68
H 4.33 1.40 0.11
H 4.89 1.68 -1.31
C 2.91 -4.93 -0.18
C 2.55 -3.47 -0.50
C 2.51 -2.76 0.84
O 2.65 -1.34 0.60
C 2.13 -0.46 1.61
N 3.62 -2.88 -1.35
H 2.94 -5.55 -1.08
H 2.11 -5.36 0.43
H 3.88 -5.03 0.31
H 1.59 -3.46 -1.01
H 3.29 -3.01 1.56
H 1.51 -2.94 1.25
H 1.07 -0.59 1.77
H 2.29 0.52 1.16
H 2.71 -0.52 2.53
H 3.65 -3.46 -2.19
H 4.49 -3.18 -0.89
C 0.23 2.26 2.81
C -0.58 3.18 3.70
C -0.58 4.57 3.08
O 0.69 5.17 3.19
C 0.84 6.28 2.30
N -1.94 2.66 3.88
H 0.28 1.23 3.17
H 1.27 2.57 2.64
H -0.17 2.35 1.80
H -0.15 3.25 4.70
H -1.28 5.29 3.53
H -0.91 4.51 2.02
H 1.71 6.84 2.65
H 0.01 6.99 2.29
H 1.04 5.82 1.33
H -2.38 3.11 4.68
H -2.48 2.93 3.06
C -4.48 3.39 0.60
C -5.24 2.11 0.91
C -4.54 1.13 1.81
O -5.17 -0.15 1.86
C -5.08 -0.89 0.68
N -6.52 2.56 1.51
H -4.05 3.84 1.51
H -5.16 4.13 0.21
H -3.62 3.27 -0.07
H -5.63 1.66 -0.01
H -4.62 1.48 2.85
H -3.46 0.95 1.68
H -4.10 -0.89 0.19
H -5.84 -0.59 -0.05
H -5.33 -1.94 0.83
H -7.14 1.77 1.65
H -6.30 2.96 2.42
C -2.16 -2.85 2.35
C -2.88 -2.69 3.68
C -3.08 -3.98 4.43
O -3.75 -4.93 3.65
C -3.87 -6.17 4.28
N -2.14 -1.66 4.43
H -1.14 -3.22 2.53
H -2.13 -2.01 1.66
H -2.57 -3.67 1.75
H -3.83 -2.20 3.39
H -3.58 -3.75 5.38
H -2.07 -4.37 4.65
H -4.26 -6.86 3.53
H -4.58 -6.20 5.11
H -2.90 -6.52 4.65
H -2.07 -0.83 3.85
H -2.64 -1.41 5.27
*
```

---

In order of appearance, E = -3511.2929, -2529.1105, -1626.2850, -5077.7706 Eh.